[1]
Formula: C19H29F2GeNOsSe2Si
Source: OMol25
Level of theory: the ωB97M-V functional and the def2-TZVPD basis

```
56
Properties=species:S:1:pos:R:3:forces:R:3:lowdin_charge:R:1
Os 0.8952 0.7616 0.3726 0.618 -0.094 0.059 0.93
F 6.0897 -0.7755 0.5364 -0.018 -0.011 -0.002 0.12
C 5.2195 0.2210 0.4082 0.089 -0.089 0.013 -0.25
C 3.8665 -0.0644 0.4948 -0.044 0.072 0.000 -0.05
C 2.9442 0.9706 0.3627 -0.329 -0.159 -0.092 -0.28
C 3.3989 2.2894 0.1406 -0.089 0.038 -0.019 -0.13
C 4.7667 2.5092 0.0662 0.128 0.057 -0.016 -0.19
F 5.2430 3.7379 -0.1465 -0.016 0.005 0.007 0.11
C 5.6972 1.4954 0.1986 -0.030 0.039 -0.007 0.12
C 2.3648 3.3170 -0.0043 -0.049 -0.084 -0.018 -0.18
C 2.5713 4.6751 -0.2040 0.033 -0.001 -0.009 0.04
C 1.4885 5.5270 -0.3097 0.024 0.074 -0.013 0.01
C 0.2011 5.0201 -0.2106 -0.054 0.016 -0.011 -0.02
C 0.0475 3.6705 -0.0157 0.147 -0.043 0.018 -0.13
N 1.0968 2.8293 0.0788 -0.113 -0.153 -0.017 -0.10
H 3.5805 -1.0918 0.6678 -0.007 -0.004 0.024 0.08
H 6.7561 1.7042 0.1374 -0.001 -0.008 -0.001 0.15
H 3.5754 5.0553 -0.2769 -0.003 0.031 0.013 0.12
H 1.6520 6.5851 -0.4660 -0.010 -0.007 0.005 0.13
H -0.6703 5.6547 -0.2822 0.021 0.006 -0.002 0.12
H -0.9307 3.2236 0.0694 -0.024 0.011 0.012 0.05
C -4.5609 -0.6878 0.4292 -0.296 -0.219 0.035 -0.21
Si -3.9822 1.0432 0.3342 0.605 -0.153 -0.021 0.36
C -4.0065 2.0312 1.8694 -0.277 0.204 0.252 -0.20
C -4.1825 1.9142 -1.2605 -0.246 0.183 -0.214 -0.21
Se -1.5369 0.6049 0.1337 -0.060 -0.036 -0.094 0.45
H -5.6551 -0.7114 0.4797 0.047 -0.010 0.005 0.06
H -4.1784 -1.1795 1.3247 -0.024 -0.036 -0.020 0.05
H -4.2585 -1.2499 -0.4548 -0.014 -0.027 0.016 0.04
H -5.0422 2.2959 2.1129 0.054 0.012 0.023 0.06
H -3.4476 2.9613 1.7606 0.001 -0.009 0.029 0.04
H -3.6035 1.4619 2.7071 -0.005 0.033 0.016 0.05
H -5.2418 2.1395 -1.4283 0.046 0.007 -0.004 0.06
H -3.8377 1.2933 -2.0876 -0.019 0.028 -0.019 0.05
H -3.6395 2.8604 -1.2692 -0.015 -0.005 -0.041 0.04
C 0.2237 -5.7281 -1.4318 -0.004 -0.214 -0.120 -0.20
Ge -0.1427 -3.8622 -1.1434 -0.021 0.035 0.076 0.77
C 0.2480 -2.6963 -2.6329 0.054 0.121 -0.163 -0.20
C -1.8968 -3.5176 -0.3905 -0.163 0.003 0.086 -0.22
C 1.1789 -3.3104 0.2807 0.282 -0.077 -0.158 -0.49
Se 0.8205 -1.5869 1.0200 -0.005 0.507 0.362 0.87
C -0.2554 -1.9774 2.5702 -0.143 -0.133 -0.085 -0.29
H -0.4409 -6.1029 -2.2119 0.027 -0.025 0.023 0.04
H 0.0459 -6.3068 -0.5259 0.022 -0.001 -0.016 0.04
H 1.2509 -5.8813 -1.7618 -0.013 -0.012 0.025 0.04
H -0.4350 -2.8898 -3.4607 0.004 0.009 0.021 0.04
H 1.2643 -2.8604 -2.9928 -0.018 0.026 -0.003 0.04
H 0.1386 -1.6475 -2.3467 -0.002 -0.008 -0.028 0.01
H -2.6730 -3.7196 -1.1298 0.026 0.007 0.003 0.04
H -1.9855 -2.4700 -0.0901 -0.049 -0.017 0.000 -0.03
H -2.0869 -4.1592 0.4717 -0.016 0.031 -0.011 0.04
H 2.1796 -3.2697 -0.1531 -0.012 0.024 0.020 0.04
H 1.1921 -3.9859 1.1368 -0.012 0.026 0.007 0.05
H -1.0991 -2.5933 2.2698 -0.018 -0.003 0.018 0.04
H -0.5855 -1.0256 2.9719 -0.017 0.040 0.028 0.03
H 0.3777 -2.5016 3.2816 0.005 -0.007 0.009 0.06
```
Positions in Å, forces in eV/Å.

Properties
largest force on an atom	0.6	eV/A
LUMO energy (alpha / beta)	-6.1 / -9.0	eV
spin multiplicity	5
expectation value of S²	6.033
charge	+2
HOMO level (alpha / beta)	-0.5249 / -0.5254	Ha
energy relative to the best compared isomer or geometry (same formula, charge and spin)	22.8	kcal/mol


[2]
Formula: C19H29F4IN6Sn
Source: OMol25
Level of theory: the ωB97M-V functional and the def2-TZVPD basis

```
60
Properties=species:S:1:pos:R:3:forces:R:3:lowdin_charge:R:1
Sn 9.8182 -10.6522 9.9629 0.153 -0.407 -0.423 1.18
C 12.5547 -10.5327 11.8505 -1.839 -0.300 -0.725 -0.05
N 11.1929 -9.8580 11.7457 0.991 -0.033 -0.151 -0.36
C 11.3946 -8.3753 11.5853 0.106 -0.871 1.150 -0.14
C 10.4487 -10.1750 12.9784 0.022 0.238 0.054 -0.21
C 9.8229 -11.5476 12.9238 0.579 -0.123 -1.212 -0.24
N 8.9466 -11.6926 11.7496 -0.180 0.390 0.373 -0.15
C 7.9360 -12.6240 11.8235 0.240 -0.059 -0.195 -0.19
C 7.0917 -12.8897 10.7128 -0.176 -0.509 0.209 -0.16
F 7.2153 -12.1846 9.5659 0.305 0.112 0.266 0.02
C 6.1667 -13.9252 10.7161 -0.018 0.094 -0.744 -0.22
F 5.4726 -14.1826 9.5842 0.246 0.305 0.151 0.08
C 5.9262 -14.7296 11.8005 -0.596 -0.481 0.268 0.05
C 6.6535 -14.4101 12.9243 -0.227 0.200 -0.544 -0.25
F 6.3725 -15.0055 14.0712 0.006 -0.659 0.707 0.11
C 7.6430 -13.4528 12.9390 -0.176 0.066 -0.488 -0.15
F 8.3008 -13.3750 14.1109 0.229 0.162 0.325 0.06
H 13.0564 -10.0871 12.6905 0.490 0.134 0.336 0.08
H 13.0690 -10.3829 10.9063 0.207 0.071 0.038 0.08
H 12.3705 -11.6132 12.0016 0.376 0.669 -0.007 0.08
H 11.9704 -8.0243 12.4673 -0.238 0.039 -0.435 0.10
H 10.3901 -7.9669 11.6182 0.278 0.433 0.037 0.05
H 11.8994 -8.1397 10.6422 -0.172 -0.130 0.311 -0.10
H 9.6695 -9.4303 13.1370 -0.210 0.069 -0.272 0.12
H 11.0903 -10.0804 13.8704 0.111 -0.136 -0.263 0.13
H 9.3461 -11.6779 13.8558 -0.667 -0.143 0.842 0.10
H 10.5911 -12.3303 12.8472 0.181 0.138 0.357 0.11
H 5.1732 -15.5417 11.7832 0.612 0.777 0.037 0.15
N 13.1951 -16.1362 8.4693 -0.239 -0.226 0.257 0.13
C 12.6819 -14.9530 8.8824 -0.202 0.299 0.464 -0.32
C 13.0615 -13.7235 8.3302 -0.474 -0.745 0.333 -0.01
C 12.4376 -12.6068 8.7810 -0.831 1.078 0.496 -0.13
N 11.5082 -12.5730 9.7846 0.712 0.710 -1.062 -0.09
C 11.1508 -13.7277 10.2994 -0.119 -0.820 0.544 -0.16
C 11.7119 -14.9169 9.8922 0.190 -0.128 -0.396 -0.01
H 13.9653 -16.1493 7.8286 0.064 -0.202 0.044 0.10
H 12.9653 -16.9525 9.0217 0.335 0.134 -0.435 0.11
H 13.7552 -13.6751 7.5269 0.506 0.123 -0.512 0.11
H 12.6405 -11.6670 8.2757 -0.022 0.200 0.313 0.08
H 10.3791 -13.7135 11.0835 0.323 -0.012 -0.386 0.11
H 11.3866 -15.8493 10.2878 -0.335 -0.522 0.480 0.10
I 12.0120 -8.3365 8.0850 -0.224 -0.267 -0.082 -0.31
C 5.5993 -7.7253 10.1249 -0.591 -0.671 -0.871 -0.05
C 6.7476 -7.5620 9.1000 -0.247 0.436 -0.612 -0.61
C 7.3995 -6.1555 9.2374 -0.578 -0.407 0.425 -0.04
C 6.1781 -7.6772 7.6834 0.362 -1.017 -1.107 -0.06
N 7.7020 -8.6876 9.2156 -0.203 0.258 0.564 -0.09
N 8.4650 -8.6382 10.4239 0.374 0.372 -0.496 -0.10
H 4.7801 -6.9967 9.9668 0.622 -0.168 -0.046 0.09
H 5.9254 -7.6273 11.1435 0.267 0.160 0.574 0.06
H 5.1273 -8.7288 10.0227 0.434 0.539 -0.005 0.09
H 6.6255 -5.4025 9.1349 -0.224 0.106 -0.383 0.08
H 8.1662 -5.9832 8.4918 0.218 -0.026 -0.086 0.09
H 7.7722 -5.9359 10.2378 0.357 -0.299 0.095 0.07
H 5.5014 -6.8706 7.4422 -0.252 0.257 0.115 0.08
H 5.6575 -8.6429 7.4899 0.182 0.588 0.521 0.09
H 6.9643 -7.6664 6.8866 -0.257 0.211 0.787 0.10
H 8.3917 -8.6938 8.4606 -0.253 0.219 0.021 0.06
H 7.8481 -8.7537 11.2034 -0.436 -0.164 0.438 0.08
H 8.9348 -7.7364 10.5089 -0.090 -0.062 0.001 0.07
```
Positions in Å, forces in eV/Å.

Properties
largest force on an atom	2.0	eV/A
LUMO energy	0.4	eV
spin multiplicity	1
HOMO level	-0.2570	Ha
energy relative to the best compared isomer or geometry (same formula, charge and spin)	0.0	kcal/mol